Computed, not measured: a molecular structure, C3H6InO, with wB97M-V/def2-TZVPD.

```
11
Properties=species:S:1:pos:R:3:forces:R:3
In 1.5390 -2.5529 0.6686 10.036 -10.478 6.709
C 0.4687 0.6239 -1.1508 0.116 -2.163 0.587
C 0.0411 -0.3516 -0.0549 -2.555 7.506 0.165
O 0.4914 -1.5384 -0.0256 -8.055 6.377 -6.590
C -0.8759 0.1862 1.0580 1.191 -2.050 -1.857
H -0.3672 0.7001 -1.8462 -0.742 0.132 -0.213
H 1.2914 0.2936 -1.7850 0.216 -0.124 0.204
H 0.6214 1.6256 -0.7490 -0.127 0.220 0.350
H -1.6901 0.7713 0.6305 -0.172 0.115 -0.247
H -0.2721 0.9012 1.6168 0.240 0.234 0.453
H -1.2477 -0.6589 1.6374 -0.148 0.232 0.439
```
Positions in Å, forces in eV/Å.

Computed properties:
E_LUMO (eV): -21.5
Net charge: +3
Kohn-Sham gap (eV): 4.98



Computed, not measured: a molecular structure, C3H6InO3, with wB97M-V/def2-TZVPD.

```
13
Properties=species:S:1:pos:R:3:forces:R:3
O 1.0988 1.8421 0.4152 1.243 1.904 -1.373
C 0.1833 1.4889 1.2360 -0.104 -2.640 4.170
C -0.9362 0.6329 0.6350 -1.336 1.140 1.282
O -0.5111 0.0855 -0.6042 -1.150 -0.269 -0.215
C -1.5100 -0.6225 -1.3256 -0.878 -0.791 -0.948
In 1.3762 0.5749 -1.0875 1.925 -0.126 0.645
H -1.8191 1.2733 0.4854 0.153 -0.222 -0.160
H -1.2209 -0.1845 1.3154 0.368 0.317 -0.184
H -1.0653 -1.5676 -1.6551 -0.236 0.103 0.097
H -2.3751 -0.8135 -0.6754 0.373 0.031 -0.275
H -1.8156 -0.0381 -2.2050 -0.031 -0.121 0.358
O 0.3188 1.4825 2.4609 -0.797 0.865 -2.479
H 2.4056 -0.6008 -0.4414 0.471 -0.190 -0.917
```
Positions in Å, forces in eV/Å.

Computed properties:
E_LUMO (eV): -7.5
Net charge: +1
Kohn-Sham gap (eV): 6.65



Computed, not measured: a molecular structure, C3H6LiO4Tb, with wB97M-V/def2-TZVPD.

```
15
Properties=species:S:1:pos:R:3:forces:R:3
O 1.1474 1.2351 1.2988 -0.026 -0.508 -0.041
C 0.4962 0.1655 0.9631 -0.897 1.118 2.361
O 0.4201 -0.2735 -0.1838 -0.114 -0.600 -2.955
O -0.1782 -0.3289 1.9527 0.305 0.781 0.125
C -1.4476 -0.9393 1.6671 -0.400 -1.380 -0.740
H -1.9393 -1.1396 2.6266 0.560 -0.306 -0.316
H -2.1382 -0.2868 1.1220 0.473 0.334 0.002
H -1.2367 -1.8348 1.0308 -0.550 0.419 0.926
C 1.7055 2.0509 0.2595 0.519 0.015 -0.309
H 2.2047 2.8740 0.7749 -0.147 -0.176 -0.204
H 2.4323 1.4731 -0.3238 -0.012 0.181 0.180
O -0.8405 -2.0158 -3.5737 2.766 4.387 3.446
Tb 0.1212 -0.5351 -2.4261 -2.300 -3.912 -2.383
Li -1.6522 -2.8698 -4.7976 -0.259 -0.412 -0.324
H 0.9054 2.4247 -0.3905 0.083 0.059 0.234
```
Positions in Å, forces in eV/Å.

Computed properties:
E_LUMO (alpha / beta) (eV): -9.5 / -8.9
Multiplicity: 7
Net charge: +2
Kohn-Sham gap (alpha / beta) (eV): 8.44 / 9.19
Expectation value of S²: 12.78



Number 1: largest force on an atom 15.99 eV Å⁻¹. Number 2: largest force on an atom 4.94 eV Å⁻¹. Number 3: largest force on an atom 6.23 eV Å⁻¹.